(1)
ORCA calculation (wB97M-V/def2-TZVPD) on a cluster of 5 separate species, C19H41ClNO4 in total.

Last column: natural (NBO) charge in e.
CARTESIAN COORDINATES (ANGSTROEM)
C1 -1.28216 -0.24332 1.74467  -0.61
C2 0.10733 0.35942 2.01337  -0.43
C3 0.85137 0.66892 0.71040  -0.24
N1 0.45761 2.06090 0.28339  -0.53
Cl1 0.88469 2.46078 -1.34935  0.20
H1 -1.71641 0.19226 0.84228  0.19
H2 -1.96478 -0.10963 2.58259  0.24
H3 -1.15974 -1.31674 1.56901  0.22
H4 0.01295 1.27947 2.60199  0.20
H5 0.72353 -0.35719 2.56067  0.24
H6 0.55303 -0.02174 -0.08050  0.23
H7 1.93437 0.66885 0.83625  0.27
H8 0.97805 2.71457 0.87252  0.43
H9 -0.56297 2.27468 0.46155  0.49
C4 -5.63481 -2.22920 3.46310  -0.43
C5 -5.45972 -2.43124 1.95922  -0.43
C6 -5.14790 -1.01603 1.49456  -0.07
O1 -4.45680 -0.38099 2.57711  -0.56
C7 -4.56785 -1.18602 3.75843  -0.07
H10 -5.50176 -3.13922 4.04495  0.23
H11 -6.62714 -1.82860 3.67802  0.21
H12 -4.61255 -3.09205 1.76332  0.20
H13 -6.33666 -2.84832 1.46792  0.23
H14 -6.06592 -0.45839 1.28309  0.17
H15 -4.51349 -0.98734 0.60628  0.18
H16 -3.59885 -1.65807 3.95763  0.16
H17 -4.81749 -0.54060 4.60065  0.19
C8 -4.36538 2.72218 0.69609  -0.44
C9 -3.98324 3.80012 1.71145  -0.43
C10 -2.55962 3.41076 2.06920  -0.06
O2 -2.00901 2.80741 0.87649  -0.60
C11 -3.06972 2.54546 -0.07502  -0.07
H18 -5.19147 3.00923 0.04916  0.23
H19 -4.62951 1.79551 1.21127  0.23
H20 -4.00216 4.78722 1.24618  0.21
H21 -4.63184 3.82153 2.58410  0.24
H22 -2.53719 2.67068 2.87328  0.19
H23 -1.93643 4.25853 2.35166  0.20
H24 -2.98814 3.26581 -0.89355  0.19
H25 -2.94520 1.54014 -0.47854  0.19
C12 5.63974 -1.79431 0.30590  -0.43
C13 5.77423 -0.52915 -0.53844  -0.43
C14 4.33155 -0.05626 -0.61409  -0.08
O3 3.70911 -0.46705 0.61550  -0.58
C15 4.56798 -1.38863 1.30629  -0.07
H26 6.56671 -2.09647 0.78948  0.23
H27 5.28842 -2.62227 -0.31233  0.21
H28 6.39207 0.20699 -0.01991  0.21
H29 6.20413 -0.70471 -1.52307  0.23
H30 3.80666 -0.53241 -1.44391  0.19
H31 4.24490 1.02935 -0.71078  0.17
H32 5.00114 -0.88429 2.17528  0.17
H33 3.96874 -2.22975 1.65511  0.19
C16 3.41109 -1.81441 -6.02534  -0.43
C17 3.81568 -0.40232 -5.60329  -0.43
C18 3.42477 -0.40617 -4.13234  -0.07
O4 3.58564 -1.74350 -3.66819  -0.55
C19 3.77440 -2.62238 -4.78585  -0.07
H34 3.92226 -2.16724 -6.91900  0.23
H35 2.33533 -1.86050 -6.20691  0.20
H36 4.89471 -0.27324 -5.70772  0.21
H37 3.32248 0.38621 -6.16916  0.22
H38 2.37520 -0.11135 -4.00316  0.16
H39 4.04694 0.25825 -3.52990  0.18
H40 4.82092 -2.94072 -4.81134  0.17
H41 3.14820 -3.50341 -4.64767  0.19

Computed properties:
total charge: +1
DFT total energy: -42562.2665 eV

(2)
ORCA calculation (wB97M-V/def2-TZVPD) on a structure of composition C33H36BiIN4O4SeSi.

Last column: Löwdin charge in e.
CARTESIAN COORDINATES (ANGSTROEM)
Bi1 -0.64387 0.26276 0.16093  1.86
O1 -2.51941 0.12826 3.94570  -0.01
C1 -2.20125 -0.01379 2.59595  -0.62
O2 -0.97762 0.53815 2.31063  -0.33
C2 -3.27980 0.55720 1.70300  -0.17
C3 -4.63385 0.63430 1.98355  0.03
C4 -5.49874 0.97558 0.95362  -0.02
C5 -5.01102 1.14043 -0.33853  0.02
C6 -3.65207 1.02533 -0.54747  -0.17
N1 -2.82944 0.80997 0.47559  0.00
C7 -2.99030 1.00116 -1.92307  -0.60
O3 -3.61142 1.40374 -2.88936  0.07
O4 -1.80155 0.49796 -1.90316  -0.27
H1 -1.83020 0.68156 4.32867  0.11
H2 -4.98738 0.42415 2.98308  0.12
H3 -6.55838 1.07642 1.14884  0.11
H4 -5.64717 1.34331 -1.18815  0.12
N2 1.44170 -1.22551 1.88130  0.09
C8 2.69809 -0.63903 1.98137  -0.25
C9 3.83815 -1.34957 2.26966  -0.02
C10 5.05709 -0.69638 2.52246  -0.08
C11 5.14052 0.66626 2.49028  -0.05
C12 4.01674 1.42513 2.09554  -0.15
C13 4.05153 2.83048 1.96545  -0.01
C14 2.95623 3.49591 1.49590  -0.04
C15 1.82341 2.74845 1.13043  -0.14
N3 1.73535 1.45005 1.27094  0.03
C16 2.79658 0.77277 1.78426  -0.17
H5 0.75080 -0.71520 2.42886  0.05
H6 1.41950 -2.21726 2.05835  0.10
H7 3.78385 -2.42833 2.35837  0.11
H8 5.92166 -1.28978 2.78924  0.11
H9 6.05885 1.17838 2.74842  0.11
H10 4.96047 3.35802 2.22822  0.12
H11 2.95797 4.56988 1.37341  0.11
H12 0.96137 3.24311 0.69071  0.11
C17 1.02047 -3.01157 -1.92671  -0.22
Si1 1.04603 -1.75437 -3.33833  0.34
C18 -0.61848 -1.71008 -4.22022  -0.20
C19 2.46625 -2.01482 -4.55185  -0.20
H13 0.80518 -4.02011 -2.28592  0.03
H14 0.25362 -2.74860 -1.19143  0.00
H15 1.98277 -3.02869 -1.41264  0.03
H16 -1.12679 -2.67338 -4.13072  0.03
H17 -0.51571 -1.48338 -5.28250  0.03
H18 -1.25949 -0.94866 -3.77484  0.01
H19 2.36830 -2.97153 -5.06926  0.03
H20 3.42942 -1.99479 -4.03946  0.03
H21 2.47345 -1.21906 -5.29941  0.03
I1 -3.71763 -2.85623 4.48257  0.88
C20 -3.29985 -2.41702 2.47009  -0.67
C21 -4.10994 -2.86989 1.51102  -0.17
C22 -3.75496 -2.67613 0.12303  -0.10
C23 -2.57225 -2.10491 -0.16763  -0.22
N4 -1.67791 -1.64115 0.76284  -0.16
C24 -2.08005 -1.58688 2.17421  -0.31
H22 -5.00136 -3.43336 1.75333  0.09
H23 -4.38229 -3.08516 -0.65497  0.09
H24 -2.24259 -2.00137 -1.19704  0.10
H25 -1.23755 -1.91949 2.79620  0.12
C25 4.60263 3.39778 -6.59111  -0.05
C26 3.88182 2.61912 -5.52418  -0.27
C27 2.49767 2.52808 -5.52458  -0.02
C28 1.80231 1.82547 -4.54509  -0.29
C29 0.30215 1.76115 -4.63124  -0.06
C30 2.53744 1.18148 -3.54099  -0.44
Se1 1.57598 0.19119 -2.15809  0.76
C31 3.93370 1.27221 -3.50126  -0.30
C32 4.77150 0.62508 -2.42804  -0.07
C33 4.57820 1.99028 -4.50213  -0.02
H26 3.89397 3.84248 -7.28794  0.07
H27 5.28195 2.75542 -7.15370  0.08
H28 5.19581 4.19935 -6.14785  0.08
H29 1.93175 3.01945 -6.30860  0.12
H30 -0.09285 2.61220 -5.18446  0.08
H31 -0.15803 1.73741 -3.64592  0.04
H32 -0.00536 0.85166 -5.15172  0.07
H33 4.15688 0.30204 -1.59248  0.02
H34 5.52573 1.32403 -2.06433  0.08
H35 5.29470 -0.24894 -2.82289  0.08
H36 5.66098 2.06416 -4.47309  0.12

Computed properties:
energy relative to the best compared isomer or geometry (same formula, charge and spin): 53.61 kJ/mol

(3)
ORCA calculation (wB97M-V/def2-TZVPD) on a structure of composition C12H26IrNO2P2 in a non-equilibrium geometry.

Last column: Löwdin spin population.
CARTESIAN COORDINATES (ANGSTROEM)
Ir1 -0.38889 -0.12165 0.13661  1.67
P1 1.79529 -0.79992 0.34370  0.24
C1 2.13145 -1.52369 -1.25371  0.44
C2 0.99189 -1.69046 -2.05258  0.03
N1 -0.27810 -1.28520 -1.58779  0.15
C3 -1.40602 -1.48520 -2.27844  0.08
C4 -1.37071 -2.20945 -3.46947  0.14
C5 -0.14544 -2.59980 -4.02048  0.03
C6 1.04798 -2.31032 -3.36353  0.17
C7 -2.72392 -0.89787 -1.78044  0.04
P2 -2.36777 0.61354 -0.75566  0.24
H1 2.00018 -2.47171 -3.91963  0.00
H2 -2.35052 -2.47390 -3.87485  0.01
H3 -0.17527 -3.19137 -4.95135  0.00
H4 -3.39939 -0.60554 -2.62080  0.00
H5 -3.22771 -1.56310 -1.04797  0.00
H6 3.57672 2.17001 -3.75524  0.00
H7 3.12921 -1.70302 -1.70664  0.02
H8 0.64490 4.23231 -1.97365  0.00
O1 3.20359 2.54639 -4.55446  0.52
H9 3.38620 3.49383 -4.38136  0.00
H10 -0.70468 1.39700 -0.06428  0.14
O2 1.29064 4.78935 -1.34349  0.49
H11 1.23139 4.29253 -0.46621  0.00
C8 -2.57674 2.06335 -1.92074  0.03
H12 -3.47515 1.94177 -2.55595  0.00
H13 -2.74854 3.00089 -1.34750  0.00
H14 -1.74096 2.11331 -2.64921  0.00
C9 -3.66396 0.83044 0.48040  0.07
H15 -3.33315 1.57379 1.21194  0.00
H16 -4.59510 1.17993 0.01716  0.01
H17 -3.78962 -0.13556 0.97839  0.00
C10 1.86223 -2.33661 1.37828  0.10
H18 2.62181 -3.05263 1.01541  0.01
H19 2.01229 -2.09281 2.44518  0.01
H20 0.89635 -2.85178 1.26438  0.01
C11 3.17864 0.33734 0.79821  0.03
H21 3.05881 0.69788 1.83946  0.00
H22 4.19137 -0.08927 0.65413  0.00
H23 3.12869 1.19586 0.10508  0.00
C12 -0.14547 0.95728 1.79820  0.21
H24 0.28587 0.43773 2.64491  0.03
H25 -1.14141 1.23310 2.14596  0.04
H26 0.41311 1.85087 1.51163  0.02

Computed properties:
total charge: +3
energy relative to the best compared isomer or geometry (same formula, charge and spin): 110.57 kJ/mol
multiplicity: 6